(1)
The following is a DFT calculation (ωB97M-V with the def2-TZVPD basis set) of a structure of composition C28H39BN10O5PdS2 in a non-equilibrium geometry.

XYZ file:
```
86
Properties=species:S:1:pos:R:3:forces:R:3
Pd 0.2193 1.6412 -0.3443 2.1 -1.2 0.7
C -0.8261 0.5644 -3.5507 0.1 0.1 0.1
C 0.2404 -0.2661 -2.9402 -0.1 -1.2 -2.2
C 0.9236 -1.3679 -3.4552 -1.6 1.6 -0.8
C 1.7811 -1.7936 -2.4480 1.2 -0.2 1.4
C 2.7610 -2.9059 -2.5390 0.0 0.3 0.4
N 1.5949 -0.9863 -1.3808 0.4 -1.1 -0.7
N 0.6790 -0.0568 -1.6979 0.0 0.5 1.4
B 2.3732 -0.9244 -0.0516 0.0 1.2 1.1
N 3.1670 0.3877 -0.0634 0.5 -0.3 -0.3
N 2.5708 1.6004 -0.0577 -0.8 0.7 -0.2
C 3.5242 2.5293 0.0277 0.2 -0.5 -0.1
C 3.2728 3.9888 0.0999 -0.1 0.1 0.0
C 4.7704 1.8963 0.0573 -0.3 -0.5 0.0
C 4.5040 0.5375 -0.0110 0.3 0.8 0.1
C 5.4806 -0.5751 -0.0631 0.0 -0.2 0.0
N 1.4370 -0.8448 1.1699 -0.1 -0.5 -0.2
N 0.6350 0.2233 1.3182 -0.7 0.8 -0.2
C 0.2164 0.2928 2.5762 0.2 -0.2 -0.4
C -0.6133 1.4349 3.0338 0.0 0.1 -0.2
C 0.7492 -0.7935 3.2740 0.2 -0.2 -0.4
C 1.5299 -1.4840 2.3569 -0.4 0.2 0.6
C 2.3776 -2.6683 2.6394 0.1 0.0 0.0
H -0.9325 0.3373 -4.6077 0.0 -0.1 0.0
H -1.7777 0.3747 -3.0484 0.0 0.1 0.0
H -0.5983 1.6261 -3.4379 0.0 0.0 0.1
H 0.8409 -1.7858 -4.4372 -0.1 -0.1 -0.2
H 3.4292 -2.7209 -3.3791 0.0 0.0 -0.2
H 3.3622 -3.0052 -1.6414 0.0 0.0 0.0
H 2.2624 -3.8530 -2.7391 -0.2 -0.1 -0.1
H 3.0860 -1.8499 0.0589 0.2 -0.4 -0.1
H 2.6796 4.2107 0.9886 0.1 0.1 -0.1
H 4.2210 4.5216 0.1491 -0.1 0.0 0.0
H 2.7278 4.3212 -0.7828 0.0 0.1 0.0
H 5.7324 2.3631 0.1196 0.2 0.1 0.0
H 6.4894 -0.1759 0.0023 0.0 0.0 0.0
H 5.3314 -1.2802 0.7517 0.1 -0.1 0.1
H 5.3844 -1.1231 -0.9995 0.1 -0.1 -0.1
H -0.5961 2.2236 2.2708 -0.1 -0.1 0.3
H -1.6438 1.1313 3.2180 -0.1 0.0 0.0
H -0.2103 1.8366 3.9602 0.0 0.0 0.1
H 0.6018 -1.0438 4.3041 0.0 0.0 0.3
H 1.9378 -3.2382 3.4544 0.0 -0.1 0.0
H 2.5018 -3.3050 1.7699 0.0 -0.2 -0.1
H 3.3658 -2.3486 2.9680 0.1 -0.1 0.0
O -2.7322 -1.0480 0.5660 -0.1 -0.7 0.5
C -2.9190 0.1668 0.3570 -0.3 0.3 0.0
N -2.0074 1.0471 -0.0082 0.3 1.3 -0.6
S -2.6792 2.5285 -0.3274 -0.5 0.3 0.3
O -2.3918 2.8755 -1.6907 -0.6 -0.2 -0.3
O -2.2136 3.5178 0.6209 -0.7 -0.3 0.2
C -4.3637 2.0575 0.0459 0.6 -0.5 0.0
C -5.5520 2.7518 0.0523 0.0 0.2 0.0
C -6.6866 2.0974 0.5273 0.2 0.1 -0.1
C -6.6208 0.7788 0.9554 0.1 -0.1 -0.1
C -5.4232 0.0766 0.9135 0.2 0.2 0.0
C -4.2902 0.7389 0.4697 -0.4 0.0 0.0
H -5.6038 3.7689 -0.3005 -0.1 0.1 0.0
H -7.6238 2.6309 0.5595 -0.1 0.0 0.0
H -7.5124 0.2857 1.3093 -0.1 0.0 0.1
H -5.3552 -0.9509 1.2363 0.0 -0.1 0.0
N -0.9057 6.0480 0.1752 0.0 -0.2 0.7
C -0.5298 5.5566 -1.1664 0.3 -0.7 -0.7
C 0.1286 4.1808 -0.9005 0.2 1.2 0.2
O 0.4164 3.4171 -1.8223 -0.3 -0.5 -0.4
O 0.3203 3.9448 0.3237 0.0 -0.5 0.2
H -1.9122 5.9866 0.3545 0.3 0.1 -0.1
H -0.5510 6.9799 0.4039 -0.2 -0.3 -0.1
H -0.4285 5.2556 0.7708 -0.3 0.6 -0.2
H 0.1644 6.2288 -1.6733 -0.1 0.0 0.2
H -1.3885 5.3786 -1.8117 -0.1 0.2 0.2
S -1.3535 -1.9715 -0.9275 0.1 0.4 -0.5
C -1.0949 -3.5002 -0.2019 -0.1 0.0 0.2
N -2.1194 -4.2155 0.2295 0.2 0.3 0.0
C -1.9622 -5.5509 0.7735 0.1 -0.6 0.3
C -0.7390 -6.2041 0.1379 0.0 0.2 0.1
C 0.4724 -5.3019 0.3359 0.0 -0.5 0.2
N 0.1488 -3.9664 -0.1344 -0.1 0.1 -0.2
H -3.0340 -3.7875 0.2027 0.1 0.1 -0.1
H -2.8622 -6.1233 0.5467 0.0 0.1 0.1
H -1.8476 -5.4955 1.8615 -0.1 0.0 -0.1
H -0.9157 -6.3468 -0.9290 0.0 -0.1 0.0
H -0.5547 -7.1760 0.5899 0.0 0.0 0.0
H 1.3283 -5.6753 -0.2286 0.0 0.1 0.1
H 0.7469 -5.2577 1.3957 0.0 0.0 -0.1
H 0.8869 -3.3735 -0.4853 -0.2 0.1 0.2
```
Positions in Å, forces in eV/Å.

Summary:
expectation value of S²: 6.03
E_HOMO (spin up / spin down): -13.2 / -13.1 eV
total charge: +2
Kohn-Sham gap (spin up / spin down): 0.3241 / 0.1431 Ha
spin multiplicity: 5
electronic energy: -2962.76285 Ha
ΔE to the lowest compared entry with this formula, charge and spin: 37.1 kcal/mol

(2)
The following is a DFT calculation (ωB97M-V with the def2-TZVPD basis set) of a structure of composition C28H39F4N4O2P2Rb in a non-equilibrium geometry.

XYZ file:
```
80
Properties=species:S:1:pos:R:3:forces:R:3
Rb 0.0553 0.1906 -0.0844 -0.1 0.9 1.0
C 1.4707 0.1527 3.5622 -0.1 -0.1 -0.1
N 0.3079 0.9385 3.2260 0.0 0.1 0.2
C 0.6211 2.3515 3.2217 0.1 0.0 -0.1
C -0.8184 0.6347 4.0810 -0.2 -0.4 0.0
C -1.2970 -0.8179 3.9883 0.0 0.0 0.2
N -1.5526 -1.1815 2.6267 0.3 0.6 -0.3
C -2.0854 -2.3296 2.3348 -0.2 -0.4 0.2
C -2.3028 -2.6423 0.9482 0.0 0.1 -0.3
F -1.9302 -1.7014 0.0343 -0.2 -0.5 0.2
C -2.8730 -3.8014 0.5109 -0.1 -0.2 -0.1
F -3.0394 -4.0202 -0.8219 0.1 0.2 0.2
C -3.3137 -4.7939 1.3853 0.0 0.0 0.1
C -3.1220 -4.5417 2.7338 -0.1 -0.3 -0.2
F -3.5443 -5.4966 3.6240 0.2 0.4 -0.2
C -2.5348 -3.3934 3.2033 0.0 0.0 0.3
F -2.3920 -3.2911 4.5721 0.0 0.0 -0.4
H 1.7500 0.2502 4.6321 0.0 0.1 -0.1
H 1.2701 -0.8935 3.3534 0.0 -0.2 0.0
H 2.3090 0.4628 2.9408 0.1 0.1 0.0
H 1.0978 2.6911 4.1612 -0.1 0.0 0.1
H 1.2871 2.5619 2.3843 0.1 0.1 0.0
H -0.2916 2.9272 3.0752 -0.1 0.0 0.0
H -0.5917 0.8516 5.1510 0.0 0.0 -0.1
H -1.6461 1.2773 3.7746 0.0 0.1 0.0
H -0.5377 -1.4750 4.4410 -0.1 0.0 0.1
H -2.1998 -0.8938 4.6215 0.2 0.0 0.0
H -3.7691 -5.7008 1.0337 -0.1 -0.1 -0.1
C 2.7750 4.9823 0.5649 -0.1 -0.3 -0.1
C 1.9234 3.9090 -0.1662 0.4 0.2 0.2
O 1.9406 2.7540 0.3085 0.0 -0.3 0.1
C 1.2394 4.3811 -1.2835 0.0 0.6 0.1
C 0.4351 3.6736 -2.2071 -0.2 -0.2 -0.6
C -0.0683 4.4568 -3.4182 0.0 -0.1 0.2
N 0.1707 2.4050 -2.0982 0.2 -0.5 0.5
N -0.5764 1.8913 -3.1344 -0.3 0.2 -0.5
C -0.6388 0.6002 -3.2836 0.4 0.6 0.3
O -0.0603 -0.3437 -2.6102 -1.3 0.5 -0.7
C -1.5747 0.2219 -4.3743 -0.4 -0.4 -0.3
C -2.1068 -1.0669 -4.4316 0.3 0.2 0.2
C -3.0515 -1.3951 -5.3835 -0.3 -0.1 -0.3
C -3.4738 -0.4567 -6.3133 -0.1 -0.1 0.0
C -2.9333 0.8208 -6.2787 -0.1 0.0 -0.2
C -1.9952 1.1550 -5.3252 0.1 0.0 0.1
H 3.4612 4.4956 1.2581 0.0 -0.1 0.0
H 2.1207 5.6477 1.1274 -0.1 0.1 0.1
H 3.3484 5.5922 -0.1331 0.0 0.0 -0.1
H 1.3614 5.4406 -1.4905 0.0 0.0 0.0
H 0.1631 5.5195 -3.3476 0.1 0.0 0.1
H -1.1486 4.3306 -3.4997 0.0 0.0 -0.1
H 0.3798 4.0612 -4.3320 -0.1 0.0 0.0
H -1.7808 -1.7903 -3.6974 0.0 0.0 0.1
H -3.4852 -2.3871 -5.3937 0.0 -0.1 0.0
H -4.2258 -0.7086 -7.0523 0.0 0.0 0.0
H -3.2616 1.5646 -6.9963 0.0 0.0 0.0
H -1.5787 2.1483 -5.2761 0.0 0.1 0.0
C 3.0308 -2.7554 1.9353 -0.2 0.1 -0.2
P 2.2365 -2.2024 0.3365 0.6 -0.6 0.9
C 1.5429 -3.8534 -0.0924 0.0 0.2 0.0
C 3.8068 -2.2055 -0.6539 0.0 0.0 0.2
C 3.4822 -2.2846 -2.1324 -0.3 0.2 -0.1
P 1.8209 -1.3160 -2.3850 1.8 -0.9 -1.0
C 1.8070 -1.6938 -4.2053 -0.3 0.0 0.3
C 2.6318 0.3349 -2.4181 -0.2 -0.2 0.1
H 2.2467 -2.9753 2.6556 -0.1 0.0 0.2
H 3.6426 -1.9458 2.3292 0.1 0.1 0.1
H 3.6537 -3.6423 1.8041 0.0 -0.1 0.0
H 2.3408 -4.5923 -0.1944 0.0 -0.1 0.0
H 0.9789 -3.7797 -1.0191 0.0 -0.1 -0.1
H 0.8647 -4.1557 0.7059 0.0 0.0 0.0
H 4.4741 -3.0146 -0.3146 -0.1 0.1 0.0
H 4.2953 -1.2529 -0.4177 0.1 -0.1 0.0
H 3.3042 -3.3323 -2.4004 -0.1 0.0 -0.1
H 4.3297 -1.9373 -2.7353 -0.1 0.1 -0.1
H 2.7970 -1.5584 -4.6411 0.1 0.0 0.0
H 1.0876 -1.0637 -4.7193 -0.1 0.0 -0.1
H 1.5037 -2.7337 -4.3281 0.0 -0.1 -0.1
H 3.5783 0.2997 -2.9566 0.1 0.0 0.0
H 2.7902 0.6712 -1.3944 0.1 0.2 0.1
H 1.9585 1.0460 -2.8836 0.0 0.1 0.0
```
Positions in Å, forces in eV/Å.

Summary:
E_HOMO: -1.0 eV
total charge: -2
Kohn-Sham gap: 0.1834 Ha
electronic energy: -2566.08814 Ha
ΔE to the lowest compared entry with this formula, charge and spin: 20.7 kcal/mol

(3)
The following is a DFT calculation (ωB97M-V with the def2-TZVPD basis set) of the ion C28H39N2O3 with charge +1.

XYZ file:
```
72
Properties=species:S:1:pos:R:3:forces:R:3
C -0.1322 7.6348 -4.5503 -0.1 0.0 0.2
H -0.5084 7.0573 -5.3920 0.0 0.0 -0.1
C -0.6033 7.0309 -3.2334 0.2 -0.2 -0.2
C -0.1251 5.5902 -3.0679 -0.2 0.2 0.4
C -0.5931 4.9849 -1.7465 0.0 -0.3 -0.3
C -0.2488 3.5022 -1.6027 0.2 0.3 0.1
C 1.2474 3.2395 -1.4450 -0.4 -0.4 0.0
C 1.5384 1.7547 -1.2439 0.3 0.4 -0.1
C 3.0299 1.4797 -1.0635 -0.2 -0.3 0.1
C 3.3324 0.0551 -0.5995 -0.2 0.1 -0.4
C 3.0047 -1.0247 -1.6268 0.7 0.0 0.4
H 3.3646 -1.9954 -1.2731 -0.1 0.1 -0.1
H 3.4447 -0.7927 -2.5974 -0.1 -0.1 0.1
O 1.5933 -1.1359 -1.8959 -0.3 0.0 -0.4
C 0.8341 -1.7013 -0.9932 -0.6 -0.1 -0.1
O 1.1664 -2.1994 0.0467 0.1 0.0 0.1
C -0.6498 -1.6639 -1.4421 0.8 0.3 -0.1
N -1.4553 -2.2789 -0.4251 -0.4 0.1 0.5
C -1.7295 -1.7628 0.7819 0.1 0.1 0.1
N -2.2784 -2.6885 1.5686 0.3 0.3 -0.7
C -2.3719 -3.8653 0.8567 0.2 -0.4 -0.9
C -2.8690 -5.1184 1.1939 0.0 0.1 0.0
C -2.8007 -6.0985 0.2257 0.0 0.1 0.1
C -2.2570 -5.8468 -1.0369 0.1 0.1 -0.1
C -1.7645 -4.6050 -1.3825 0.0 0.0 0.0
C -1.8307 -3.6098 -0.4158 -0.4 -0.6 0.6
H -1.3474 -4.4278 -2.3601 0.1 0.0 -0.1
H -2.2220 -6.6464 -1.7593 0.0 -0.1 -0.1
H -3.1754 -7.0852 0.4457 0.0 -0.1 0.0
H -3.2939 -5.3188 2.1635 -0.1 0.0 0.1
C -2.6752 -2.5076 2.9405 -0.3 0.2 0.7
H -2.5312 -3.4428 3.4776 0.0 0.0 0.0
H -2.0574 -1.7395 3.4011 0.0 -0.1 0.0
H -3.7276 -2.2230 3.0018 0.1 0.0 0.0
C -1.4742 -0.3590 1.2270 0.1 0.3 0.1
O -0.4686 -0.4137 2.2107 0.1 -0.1 0.0
C 0.3668 0.6902 2.3328 0.2 0.2 0.0
C -0.0535 1.9820 2.0589 -0.2 -0.2 0.0
C 0.8296 3.0391 2.2093 0.0 0.0 0.0
C 2.1245 2.8010 2.6295 0.0 0.1 0.0
C 2.5315 1.5084 2.9144 -0.1 0.0 -0.1
C 1.6680 0.4323 2.7750 -0.2 -0.1 -0.1
C 2.0887 -0.9688 3.0859 -0.1 -0.1 0.0
H 1.8135 -1.6388 2.2728 0.1 -0.1 0.0
H 1.5834 -1.3188 3.9851 0.0 -0.1 0.1
H 3.1613 -1.0206 3.2487 0.1 0.0 0.0
H 3.5420 1.3254 3.2476 0.1 0.0 0.0
H 2.8166 3.6207 2.7423 0.1 0.1 0.0
H 0.4956 4.0427 1.9982 0.0 0.1 0.0
H -1.0682 2.1769 1.7438 -0.1 0.0 0.0
H -1.1597 0.2597 0.3784 -0.1 -0.1 0.1
H -2.4054 0.0633 1.6399 0.1 -0.1 -0.2
H -0.9436 -0.6272 -1.6203 0.0 -0.1 0.0
H -0.7560 -2.2153 -2.3770 -0.1 0.1 0.1
H 4.3982 -0.0305 -0.3837 0.0 -0.1 0.1
H 2.7896 -0.1505 0.3247 0.1 0.0 0.1
H 3.4194 2.1651 -0.3084 0.1 0.1 0.0
H 3.5546 1.6807 -1.9990 0.1 0.1 0.0
H 1.0085 1.4073 -0.3513 -0.1 -0.1 0.0
H 1.1618 1.2006 -2.1065 -0.1 0.0 0.0
H 1.6216 3.7975 -0.5846 0.1 0.1 0.0
H 1.7786 3.5891 -2.3301 0.1 0.1 0.0
H -0.6222 2.9625 -2.4775 -0.1 -0.1 0.0
H -0.7654 3.1075 -0.7224 0.0 -0.1 0.0
H -0.1502 5.5397 -0.9166 0.0 0.1 0.1
H -1.6779 5.0991 -1.6766 0.0 0.1 0.1
H 0.9647 5.5725 -3.1189 0.1 0.0 -0.1
H -0.5081 4.9884 -3.8959 0.0 -0.1 -0.1
H -1.6948 7.0565 -3.1929 0.0 0.0 0.1
H -0.2277 7.6327 -2.4030 -0.1 0.0 0.1
H 0.9544 7.6437 -4.6000 0.1 0.0 -0.1
H -0.4878 8.6571 -4.6505 0.0 0.1 -0.1
```
Positions in Å, forces in eV/Å.

Summary:
E_HOMO: -11.3 eV
total charge: +1
Kohn-Sham gap: 0.3029 Ha
electronic energy: -1425.40738 Ha
ΔE to the lowest compared entry with this formula, charge and spin: 3.4 kcal/mol